# 1
The following is a DFT calculation (ωB97M-V/def2-TZVPD) of a structure of composition C37H40N9O3RbS2Te.

Structure (ORCA input):
```
! RIJCOSX wB97M-V def2-TZVPD def2/J DEFGRID3
* xyz 0 1
Rb 0.4603 -1.0688 0.2852
O -3.8576 -1.9898 0.1980
S -2.9373 -0.8711 0.2167
O -2.0550 -0.7862 1.3792
N -2.0053 -0.7554 -1.0265
C -2.4435 -0.8365 -2.3237
C -3.7482 -0.7102 -2.7659
C -4.0702 -0.7476 -4.1355
C -3.1122 -0.9250 -5.0915
C -1.7652 -1.0925 -4.6901
C -0.7281 -1.3273 -5.6218
C 0.5481 -1.5180 -5.1831
C 0.7952 -1.4603 -3.7956
N -0.1320 -1.2250 -2.9000
C -1.4183 -1.0485 -3.3198
C -3.9648 0.5859 0.3299
C -3.3710 1.8407 0.2933
C -4.1588 2.9745 0.4085
C -5.5359 2.8538 0.5534
C -6.1233 1.5977 0.5820
C -5.3375 0.4579 0.4699
H -4.5487 -0.5835 -2.0509
H -5.1083 -0.6349 -4.4243
H -3.3604 -0.9603 -6.1448
H -0.9703 -1.3634 -6.6778
H 1.3632 -1.7144 -5.8665
H 1.7990 -1.6278 -3.4139
H -2.2976 1.9246 0.1722
H -3.6973 3.9533 0.3826
H -6.1502 3.7408 0.6427
H -7.1957 1.5018 0.6938
H -5.7724 -0.5323 0.4939
C -1.8397 3.7508 -2.3267
C -1.3271 4.4699 -1.2482
C -0.3293 3.9325 -0.4577
C 0.1597 2.6628 -0.7692
C -0.3405 1.9455 -1.8482
C -1.3500 2.4913 -2.6293
N 1.1669 1.9893 -0.0235
N 1.6194 2.6103 0.9478
C 2.6196 1.8886 1.6769
C 3.4744 2.6501 2.4631
C 4.4686 1.9891 3.1647
C 4.5501 0.6074 3.0692
C 3.6194 -0.0621 2.2864
N 2.6669 0.5647 1.6004
H -2.6343 4.1776 -2.9251
H -1.7195 5.4536 -1.0233
H 0.0694 4.4692 0.3914
H 0.0440 0.9536 -2.0521
H -1.7601 1.9220 -3.4540
H 3.3490 3.7226 2.5050
H 5.1628 2.5428 3.7835
H 5.3014 0.0483 3.6110
H 3.6176 -1.1451 2.2114
N 1.4611 -2.6130 2.8178
C 0.8601 -2.1160 3.6722
N 0.1539 -1.5695 4.6607
C -1.1324 -0.9488 4.2847
C -0.9048 0.4820 3.8378
O -0.2299 1.2259 4.8467
C 1.0364 0.6697 5.1351
C 0.9037 -0.7608 5.6348
H -1.7658 -0.9699 5.1731
H -1.6041 -1.5292 3.4957
H -1.8508 0.9836 3.6462
H -0.3158 0.4941 2.9112
H 1.4959 1.3067 5.8912
H 1.6664 0.6826 4.2344
H 0.3405 -0.7800 6.5692
H 1.8793 -1.2153 5.8047
C 6.2205 -1.1095 0.0237
N 5.2493 -0.2568 -0.6281
C 5.3777 1.1135 -0.8075
C 4.2723 1.5403 -1.4433
N 3.4854 0.4259 -1.6519
C 4.0712 -0.6910 -1.1488
S 3.4437 -2.2457 -1.1615
H 7.0712 -1.2956 -0.6315
H 5.7335 -2.0544 0.2533
H 6.5615 -0.6334 0.9423
H 6.2429 1.6518 -0.4647
H 3.9750 2.5243 -1.7571
H 2.5526 0.4135 -2.0295
C 0.6825 -5.4280 -0.3929
Te -1.0542 -4.4328 0.3437
C -2.0074 -4.3655 -1.5587
H 1.0994 -4.8500 -1.2156
H 0.4348 -6.4327 -0.7252
H 1.4134 -5.4771 0.4117
H -2.2264 -5.3743 -1.8991
H -1.3548 -3.8541 -2.2635
H -2.9267 -3.7979 -1.4340
*
```

The total energy is -88190.8056 eV.



# 2
The following is a DFT calculation (ωB97M-V/def2-TZVPD) of the molecule C5H11P.

Structure (ORCA input):
```
! RIJCOSX wB97M-V def2-TZVPD def2/J DEFGRID3
* xyz 0 1
C -0.5351 -0.6863 -0.8039
C -1.5636 0.1753 -0.0642
C -2.7649 -0.4164 0.5297
C 2.0959 1.1184 0.4624
C 2.1504 -0.2673 -0.2135
P 0.8546 -1.4230 0.3625
H -1.0656 -1.5658 -1.4045
H -0.1851 0.0369 -1.6070
H -1.2517 1.0525 0.2869
H -3.6012 -0.3225 -0.0517
H -2.9204 0.1997 1.3666
H -2.8058 -1.5339 0.6287
H 1.2478 1.5702 0.0674
H 2.0802 1.1382 1.6045
H 2.8571 1.7353 0.0097
H 3.0167 -0.6652 0.1596
H 2.3908 -0.1461 -1.3334
*
```

The total energy is -14647.8607 eV. The value obtained for the relative energy (zero: lowest compared OMol25 entry of this formula, charge and spin) is 79.8 kcal per mole.



# 3
The following is a DFT calculation (ωB97M-V/def2-TZVPD) of a structure of composition C18H18F5SY.

Structure (ORCA input):
```
! RIJCOSX wB97M-V def2-TZVPD def2/J DEFGRID3
* xyz 2 1
Y 0.6936 -0.8614 -0.6760
C 2.9602 -1.3458 2.1477
C 1.5501 -0.8909 1.8453
C 0.4977 -1.8360 1.7740
C 0.7318 -3.2844 2.1444
C -0.8120 -1.4113 1.4530
C -1.9275 -2.4192 1.3425
C -1.0932 -0.0348 1.2868
C -2.5178 0.4195 1.1336
C -0.0403 0.9064 1.3549
C -0.3214 2.3671 1.1316
C 1.2670 0.4861 1.6874
C 2.3325 1.5187 1.9585
H 3.1348 -1.3618 3.2267
H 3.7057 -0.6826 1.7142
H 3.1542 -2.3516 1.7807
H -0.0992 -3.6400 2.7510
H 1.6386 -3.4061 2.7272
H 0.7985 -3.9564 1.2830
H -2.4288 -2.5301 2.3083
H -1.5678 -3.4039 1.0530
H -2.6803 -2.1066 0.6215
H -3.1805 -0.2126 1.7204
H -2.8499 0.3720 0.0950
H -2.6447 1.4401 1.4823
H -0.6216 2.8387 2.0716
H -1.1292 2.5155 0.4191
H 0.5534 2.8986 0.7653
H 2.8173 1.8873 1.0497
H 3.1068 1.1270 2.6103
H 1.8928 2.3828 2.4521
F 0.1270 3.1714 -5.8566
C -0.2096 2.2389 -4.9962
C 0.3457 2.2424 -3.7249
F 1.2194 3.1606 -3.3507
C -0.0458 1.2367 -2.8722
F 0.5275 1.2098 -1.5806
C -0.9350 0.2273 -3.1693
S -1.4223 -0.9664 -1.9614
C -1.4649 0.2483 -4.4556
F -2.3238 -0.6825 -4.8251
C -1.1117 1.2425 -5.3573
F -1.6272 1.2468 -6.5649
*
```

The total energy is -44408.8116 eV.



| no. | strongest force on any atom (hartree/bohr) |
| --- | --- |
| 1 | 0.0104 |
| 2 | 0.1104 |
| 3 | 0.0122 |